Record 1
# C40H116BaN5O20

A molecular structure, C40H116BaN5O20 (wB97M-V/def2-TZVPD, the OMol25 dataset).

Cartesian coordinates (Å):
Ba1 -7.544 1.742 -1.693
C1 0.123 -0.816 0.169
C2 -1.076 -0.086 0.766
C3 -0.816 0.126 2.270
C4 0.156 1.298 2.614
C5 -0.367 2.565 1.931
C6 -0.532 2.400 0.375
N1 -1.382 1.208 0.080
O1 -1.850 1.072 -1.263
C7 0.923 2.369 -0.205
C8 -1.236 3.738 -0.084
C9 -2.307 -1.042 0.655
H1 0.143 -1.903 0.258
H2 1.069 -0.542 0.634
H3 0.265 -0.765 -0.911
H4 -0.457 -0.723 2.851
H5 -1.798 0.326 2.700
H6 1.134 0.903 2.336
H7 0.208 1.335 3.702
H8 0.224 3.427 2.242
H9 -1.330 2.802 2.384
H10 1.407 3.343 -0.134
H11 0.901 2.114 -1.265
H12 1.540 1.598 0.256
H13 -0.480 4.521 -0.140
H14 -2.054 4.085 0.548
H15 -1.473 3.633 -1.143
H16 -2.140 -1.935 1.258
H17 -2.449 -1.267 -0.402
H18 -3.258 -0.611 0.968
C10 5.729 6.659 5.602
O2 4.853 6.275 6.605
H19 5.464 6.296 4.609
H20 5.744 7.738 5.450
H21 6.732 6.304 5.838
H22 5.208 6.556 7.452
C11 -3.384 4.742 9.757
O3 -3.259 3.427 10.320
H23 -3.725 4.774 8.722
H24 -4.096 5.454 10.176
H25 -2.375 5.154 9.738
H26 -3.723 2.820 9.740
C12 5.683 1.997 -6.524
O4 6.120 2.265 -7.893
H27 6.205 2.611 -5.790
H28 4.600 2.056 -6.417
H29 5.980 0.992 -6.222
H30 5.940 3.160 -8.190
C13 8.619 6.686 -1.095
O5 8.830 8.072 -1.026
H31 7.657 6.461 -1.557
H32 9.426 6.371 -1.756
H33 8.709 6.252 -0.100
H34 9.666 8.285 -0.605
C14 -5.798 9.543 3.743
O6 -6.795 9.156 4.711
H35 -6.313 9.789 2.814
H36 -5.318 10.480 4.025
H37 -5.003 8.800 3.688
H38 -6.700 8.202 4.753
C15 7.978 -0.224 -0.520
O7 8.928 0.171 -1.450
H39 7.822 0.580 0.199
H40 7.068 -0.472 -1.066
H41 8.313 -1.138 -0.029
H42 9.731 0.224 -0.927
C16 3.325 10.320 0.073
O8 4.597 10.872 0.528
H43 3.225 10.017 -0.970
H44 3.165 9.482 0.751
H45 2.642 11.098 0.413
H46 5.312 10.389 0.107
C17 0.007 -1.948 -7.207
O9 -1.057 -2.450 -6.366
H47 0.741 -1.566 -6.498
H48 0.421 -2.800 -7.745
H49 -0.375 -1.260 -7.961
H50 -1.297 -1.820 -5.683
C18 -0.209 -7.204 6.268
O10 -1.134 -8.273 6.600
H51 -0.666 -6.367 5.740
H52 0.240 -6.844 7.194
H53 0.656 -7.542 5.697
H54 -1.895 -7.929 7.074
C19 6.264 -3.912 12.808
C20 6.555 -2.739 11.900
C21 5.430 -1.669 11.834
O11 4.212 -2.366 11.521
C22 3.114 -1.456 11.634
N2 7.804 -2.119 12.345
H55 5.414 -4.431 12.365
H56 5.974 -3.569 13.801
H57 6.981 -4.731 12.860
H58 6.749 -3.141 10.906
H59 5.601 -1.050 10.953
H60 5.355 -1.084 12.751
H61 3.373 -0.709 10.884
H62 2.965 -1.113 12.658
H63 2.177 -1.931 11.344
H64 7.656 -1.165 12.643
H65 8.133 -2.526 13.209
C23 9.693 -5.290 -6.008
C24 8.745 -6.131 -6.793
C25 7.273 -5.917 -6.378
O12 6.914 -6.333 -5.047
C26 5.453 -6.401 -4.824
N3 8.992 -5.954 -8.192
H66 9.402 -4.239 -6.013
H67 10.730 -5.292 -6.344
H68 9.779 -5.645 -4.981
H69 8.883 -7.198 -6.621
H70 6.616 -6.540 -6.984
H71 7.002 -4.866 -6.482
H72 5.080 -7.263 -5.377
H73 4.940 -5.550 -5.272
H74 5.133 -6.422 -3.782
H75 9.979 -6.075 -8.369
H76 8.905 -4.970 -8.401
C27 -0.893 5.015 -9.194
C28 -1.777 5.220 -10.460
C29 -1.959 3.980 -11.421
O13 -2.541 4.513 -12.601
C30 -2.771 3.515 -13.645
N4 -3.125 5.500 -9.965
H77 0.104 4.720 -9.523
H78 -1.269 4.169 -8.619
H79 -0.858 5.864 -8.511
H80 -1.380 6.114 -10.941
H81 -2.677 3.281 -10.993
H82 -1.029 3.483 -11.698
H83 -1.812 3.186 -14.045
H84 -3.289 4.054 -14.439
H85 -3.293 2.618 -13.312
H86 -3.008 6.208 -9.255
H87 -3.644 5.963 -10.698
C31 -2.142 -9.142 -4.791
C32 -3.362 -8.833 -3.870
C33 -3.043 -8.659 -2.400
O14 -2.384 -9.883 -1.971
C34 -1.726 -9.752 -0.742
N5 -3.982 -7.647 -4.478
H88 -1.533 -8.252 -4.945
H89 -2.482 -9.356 -5.804
H90 -1.491 -9.924 -4.399
H91 -4.077 -9.655 -3.841
H92 -3.877 -8.339 -1.776
H93 -2.371 -7.801 -2.371
H94 -1.273 -10.722 -0.539
H95 -2.475 -9.523 0.016
H96 -0.896 -9.047 -0.705
H97 -4.267 -8.090 -5.340
H98 -3.281 -6.989 -4.786
C35 -9.269 -4.035 -1.757
C36 -10.500 -3.338 -1.175
O15 -10.134 -2.211 -0.347
O16 -8.579 -3.131 -2.613
H99 -9.551 -4.862 -2.408
H100 -8.610 -4.475 -1.009
H101 -11.070 -4.030 -0.555
H102 -11.156 -2.907 -1.932
H103 -10.765 -2.111 0.369
H104 -7.936 -3.680 -3.068
C37 -9.934 7.343 -2.008
C38 -10.884 6.776 -0.973
O17 -11.058 5.384 -1.129
O18 -8.614 6.815 -1.895
H105 -9.840 8.421 -1.880
H106 -10.335 7.169 -3.007
H107 -11.810 7.338 -0.850
H108 -10.369 6.806 -0.013
H109 -11.667 5.065 -0.458
H110 -8.078 7.361 -2.476
C39 -5.432 -4.102 9.153
C40 -5.374 -3.397 7.743
O19 -5.196 -2.027 8.042
O20 -5.402 -5.507 9.036
H111 -6.165 -3.711 9.859
H112 -4.522 -3.821 9.683
H113 -6.343 -3.541 7.263
H114 -4.579 -3.838 7.142
H115 -5.680 -1.563 7.354
H116 -6.305 -5.794 8.877

## Properties
Orbital gap = 2.49 eV
Net charge = +1

Atomic partial charges in e from the Löwdin method, atoms 1 to 8: 1.0887, -0.0403, -0.4823, -0.1471, -0.1710, -0.1427, -0.4422, -0.0483



Record 2
# C40H116N10O13

13 unconnected molecules or ions with the total composition C40H116N10O13 (wB97M-V/def2-TZVPD, the OMol25 dataset).

Cartesian coordinates (Å):
C1 12.952 10.796 13.176
C2 11.947 11.656 13.926
C3 10.618 10.816 14.003
O1 10.866 9.607 14.711
C4 9.643 8.808 14.842
N1 12.524 12.031 15.185
H1 12.641 10.642 12.143
H2 13.177 9.830 13.628
H3 13.924 11.282 13.089
H4 11.674 12.531 13.335
H5 10.243 10.555 13.014
H6 9.927 11.475 14.530
H7 8.796 9.432 15.129
H8 9.590 8.040 15.614
H9 9.348 8.256 13.950
H10 11.903 12.641 15.698
H11 12.571 11.195 15.750
C5 19.006 10.347 14.534
C6 18.704 10.024 13.067
C7 17.304 9.438 12.905
O2 17.223 8.749 11.616
C8 16.059 7.930 11.513
N2 18.805 11.162 12.190
H12 18.315 11.136 14.834
H13 19.930 10.907 14.679
H14 18.905 9.507 15.221
H15 19.436 9.281 12.751
H16 16.474 10.131 13.047
H17 17.181 8.727 13.722
H18 15.145 8.474 11.750
H19 16.112 7.090 12.205
H20 15.976 7.622 10.470
H21 18.634 10.841 11.248
H22 19.794 11.350 12.107
C9 11.946 15.357 11.917
C10 13.110 16.327 12.085
C11 14.292 15.830 12.911
O3 15.308 16.827 12.955
C12 16.470 16.381 13.598
N3 13.447 16.620 10.724
H23 11.161 15.630 11.212
H24 11.512 15.110 12.885
H25 12.316 14.390 11.576
H26 12.695 17.235 12.522
H27 14.720 14.917 12.497
H28 14.028 15.515 13.920
H29 16.181 16.189 14.631
H30 17.379 16.982 13.624
H31 16.784 15.423 13.182
H32 13.786 15.742 10.356
H33 14.293 17.166 10.806
C13 8.527 20.226 14.353
C14 9.324 19.418 15.362
C15 10.686 18.846 14.779
O4 11.394 18.252 15.888
C16 12.661 17.728 15.407
N4 9.515 20.394 16.393
H34 7.627 20.691 14.756
H35 8.319 19.570 13.508
H36 9.077 21.081 13.959
H37 8.743 18.677 15.911
H38 11.263 19.698 14.420
H39 10.385 18.102 14.041
H40 13.359 18.346 14.842
H41 12.435 16.848 14.806
H42 13.225 17.428 16.290
H43 9.742 21.270 15.945
H44 10.345 20.096 16.885
C17 19.435 16.357 10.423
C18 20.255 15.424 11.277
C19 20.762 16.086 12.621
O5 21.799 17.019 12.347
C20 22.156 17.838 13.469
N5 19.459 14.307 11.512
H45 20.075 17.204 10.173
H46 18.590 16.774 10.971
H47 18.983 15.891 9.547
H48 21.175 15.171 10.751
H49 21.161 15.285 13.243
H50 19.930 16.467 13.212
H51 22.881 18.579 13.132
H52 22.567 17.235 14.280
H53 21.325 18.410 13.882
H54 18.560 14.691 11.768
H55 19.267 13.776 10.674
C21 19.797 15.751 17.150
C22 20.153 14.316 16.921
C23 19.820 13.374 18.125
O6 20.295 12.044 17.799
C24 19.896 11.099 18.796
N6 19.537 13.865 15.662
H56 20.423 16.146 17.950
H57 18.723 15.888 17.279
H58 19.965 16.377 16.274
H59 21.234 14.283 16.785
H60 18.732 13.432 18.148
H61 20.221 13.758 19.063
H62 20.084 10.054 18.550
H63 18.844 11.018 19.069
H64 20.490 11.294 19.689
H65 19.590 12.857 15.699
H66 20.044 14.179 14.846
C25 14.170 15.110 19.465
C26 15.184 15.948 18.653
C27 15.338 17.407 19.047
O7 16.326 18.161 18.305
C28 15.896 18.618 17.017
N7 16.510 15.302 18.783
H67 14.240 14.056 19.192
H68 13.180 15.480 19.201
H69 14.392 15.181 20.530
H70 14.947 16.003 17.591
H71 15.758 17.471 20.051
H72 14.383 17.928 18.984
H73 16.574 19.365 16.604
H74 15.008 19.248 17.073
H75 15.884 17.863 16.231
H76 16.736 15.364 19.765
H77 17.118 15.977 18.342
C29 13.703 10.466 9.133
C30 14.371 11.691 8.549
C31 13.834 12.983 9.308
O8 14.300 14.272 8.910
C32 13.636 14.657 7.641
N8 15.784 11.494 8.873
H78 14.101 10.132 10.091
H79 13.743 9.642 8.421
H80 12.644 10.680 9.278
H81 14.174 11.686 7.477
H82 14.297 12.998 10.295
H83 12.746 13.041 9.278
H84 13.953 13.987 6.843
H85 13.950 15.620 7.239
H86 12.560 14.528 7.760
H87 16.124 12.378 8.523
H88 15.879 11.625 9.870
C33 9.260 10.980 18.038
C34 10.712 11.637 18.331
C35 10.712 13.203 18.035
O9 10.546 13.448 16.620
C36 10.559 14.906 16.435
N9 11.082 11.316 19.705
H89 8.431 11.475 18.545
H90 9.077 9.923 18.230
H91 9.062 11.009 16.966
H92 11.484 11.145 17.740
H93 11.615 13.665 18.433
H94 9.879 13.653 18.575
H95 11.502 15.343 16.763
H96 9.703 15.289 16.990
H97 10.476 15.162 15.379
H98 10.340 11.710 20.266
H99 11.073 10.321 19.875
C37 16.179 10.819 18.371
C38 14.663 10.783 18.088
C39 14.125 9.456 17.560
O10 14.613 9.223 16.253
C40 14.072 8.040 15.633
N10 14.065 11.123 19.377
H100 16.790 10.940 17.476
H101 16.492 9.933 18.923
H102 16.339 11.774 18.871
H103 14.448 11.537 17.331
H104 13.044 9.599 17.537
H105 14.309 8.611 18.224
H106 14.134 7.167 16.283
H107 14.566 7.881 14.674
H108 13.006 8.161 15.439
H109 13.064 11.261 19.360
H110 14.451 11.994 19.712
O11 16.539 12.836 11.966
H111 15.925 12.686 12.685
H112 17.234 12.193 12.105
O12 16.773 13.712 16.377
H113 16.799 13.944 17.306
H114 17.633 13.968 16.043
O13 15.231 12.851 14.405
H115 15.738 13.115 15.173
H116 14.402 12.533 14.763

## Properties
Orbital gap = 9.27 eV

Atomic partial charges in e from the Löwdin method, atoms 1 to 8: -0.0488, -0.3828, -0.1864, -0.2001, -0.0861, 0.0798, 0.0713, 0.0668



- Which of these has the highest orbital gap?
  C40H116N10O13



- Which of these has the lowest orbital gap?
  C40H116BaN5O20



- The lowest orbital gap belongs to which entry?
  C40H116BaN5O20



- What is the formula in the first record?
  C40H116BaN5O20